The following is a quantum chemistry calculation of one molecule with the formula C8H14O at a distorted geometry, from the Open Molecules 2025 dataset.

Each atom is followed by the atoms it is bonded to, with distances in Å.
Atoms and positions in Å:
1 C 1.71755 -1.53422 -0.38827  C2 1.463, H10 1.103, H11 1.105, H12 1.074
2 C 1.69777 -0.37955 0.51032  C1 1.463, C3 1.483, H13 1.143, H14 1.105
3 C 0.40851 0.26347 0.15986  C2 1.483, C4 1.508, C8 1.536, C9 1.548
4 C -0.98236 -0.30015 0.30892  C3 1.508, O5 1.404, C6 1.582, C7 1.543
5 O -1.23833 -0.81771 1.58832  C4 1.404, H15 1.007
6 C -1.86885 -0.91450 -0.84793  C4 1.582, C7 1.456, H16 1.090, H17 1.082
7 C -2.20530 0.40019 -0.31953  C4 1.543, C6 1.456, H18 1.121, H19 1.056
8 C 0.56554 1.46905 -0.77898  C3 1.536, C9 1.494, H20 1.188, H21 1.096
9 C 0.32624 1.72138 0.67349  C3 1.548, C8 1.494, H22 1.160, H23 1.159
10 H 1.73867 -1.22766 -1.44761  C1 1.103
11 H 0.96137 -2.32844 -0.25233  C1 1.105
12 H 2.60712 -2.06560 -0.10604  C1 1.074
13 H 2.53031 0.38057 0.32449  C2 1.143
14 H 1.82140 -0.59494 1.58736  C2 1.105
15 H -1.10737 -0.01124 2.17732  O5 1.007
16 H -1.39930 -1.23068 -1.77915  C6 1.090
17 H -2.54490 -1.71258 -0.57099  C6 1.082
18 H -3.15054 0.31708 0.27720  C7 1.121
19 H -2.19547 1.25173 -0.94462  C7 1.056
20 H 1.71486 1.50116 -1.07927  C8 1.188
21 H 0.01011 1.89228 -1.62403  C8 1.096
22 H 1.26133 1.92688 1.32884  C9 1.160
23 H -0.66838 1.99346 1.20263  C9 1.159

Output
Charge ... 0
LUMO energy ... 0.97 eV
E_HOMO ... -9.00 eV
F_max ... 4.309 eV/A
SMILES string ... CCC1(C2(O)CC2)CC1
Relative energy (zero: lowest compared OMol25 entry of this formula, charge and spin) ... 284.7 kJ/mol